[1]
ORCA calculation (ωB97M-V/def2-TZVPD) on a single C5H8O molecule.

Results
Structure (SMILES)   O=CC1CCC1

Last column: Mulliken charge in e.
Positions of all 14 atoms, in Å:
O  2.243  0.031  -1.134  -0.47
C  1.885  0.344  -0.022  -0.23
C  0.542  -0.008  0.557  0.31
C  -0.227  -1.148  -0.144  -0.78
C  -1.450  -0.221  -0.320  -0.45
C  -0.596  0.982  0.142  -0.73
H  2.548  0.968  0.617  0.34
H  0.617  -0.114  1.644  0.41
H  0.253  -1.417  -1.088  0.26
H  -0.382  -2.053  0.449  0.28
H  -1.859  -0.152  -1.332  0.27
H  -2.269  -0.450  0.368  0.24
H  -0.298  1.639  -0.683  0.27
H  -1.007  1.598  0.946  0.29

=====

[2]
ORCA calculation (ωB97M-V/def2-TZVPD) on a single C5H8O molecule.

Results
Structure (SMILES)   CC(O)=C1CC1

Last column: Mulliken charge in e.
Positions of all 14 atoms, in Å:
C  2.036  0.416  -0.160  -1.03
C  0.595  0.550  0.237  0.14
C  -0.446  -0.191  -0.097  0.34
C  -1.184  -1.242  -0.811  -0.43
C  -1.890  -0.264  0.126  -0.51
O  0.363  1.657  1.051  -0.54
H  2.650  0.234  0.733  0.27
H  2.217  -0.387  -0.878  0.30
H  2.378  1.366  -0.586  0.29
H  -1.356  -1.126  -1.879  0.21
H  -1.103  -2.280  -0.490  0.21
H  -2.514  0.517  -0.304  0.21
H  -2.241  -0.641  1.086  0.21
H  0.495  1.391  1.971  0.31

=====

[3]
ORCA calculation (ωB97M-V/def2-TZVPD) on a single C5H8O molecule.

Last column: Mulliken charge in e.
Positions of all 14 atoms, in Å:
O  -0.376  1.093  1.766  -0.56
C  0.263  0.312  0.776  0.10
C  0.017  0.921  -0.601  -0.77
C  0.181  -0.286  -1.536  -0.25
C  -0.184  -1.553  -0.826  -0.76
C  -0.322  -1.105  0.584  -0.37
H  -0.036  0.832  2.631  0.32
H  -1.424  -0.969  0.596  0.27
H  1.345  0.245  0.978  0.30
H  0.674  1.764  -0.831  0.32
H  -1.018  1.283  -0.620  0.29
H  -0.268  -0.197  -2.531  0.41
H  1.256  -0.477  -1.729  0.25
H  -0.109  -1.865  1.344  0.44

=====

[4]
ORCA calculation (ωB97M-V/def2-TZVPD) on a molecular structure, C5H8O.

Last column: Mulliken charge in e.
Positions of all 14 atoms, in Å:
C  1.109  0.422  -0.650  -0.58
C  0.277  0.971  0.522  -0.14
C  -1.149  0.464  0.237  -0.62
C  -0.772  -0.978  -0.216  -0.71
C  0.732  -0.858  0.121  -0.09
O  0.769  -0.096  1.357  -0.48
H  0.706  0.573  -1.657  0.23
H  2.173  0.654  -0.604  0.27
H  0.418  1.967  0.941  0.46
H  -1.717  0.448  1.169  0.30
H  -1.684  1.052  -0.512  0.33
H  -1.293  -1.770  0.326  0.30
H  -0.950  -1.129  -1.289  0.27
H  1.380  -1.719  0.255  0.46

=====

[5]
ORCA calculation (ωB97M-V/def2-TZVPD) on a single C5H8O molecule.

Results
Structure (SMILES)   C1=CCOCC1

Last column: Mulliken charge in e.
Positions of all 14 atoms, in Å:
C  -0.995  -1.020  -0.332  -0.34
C  -1.289  0.471  -0.032  -0.53
C  -0.058  1.301  0.278  -0.33
C  1.176  0.799  0.303  -0.28
C  1.476  -0.649  0.019  -0.41
O  0.371  -1.492  -0.236  -0.41
H  -1.563  -1.657  0.360  0.24
H  -1.329  -1.272  -1.348  0.24
H  -1.804  0.949  -0.883  0.29
H  -1.985  0.577  0.817  0.29
H  -0.299  2.348  0.477  0.35
H  2.081  1.376  0.528  0.34
H  2.037  -1.049  0.884  0.28
H  2.182  -0.682  -0.834  0.28

=====

[6]
ORCA calculation (ωB97M-V/def2-TZVPD) on a single C5H8O molecule.

Results
Structure (SMILES)   C[C@H]1C[C@H]1C=O

Last column: Mulliken charge in e.
Positions of all 14 atoms, in Å:
O  -0.636  2.131  0.202  -0.53
C  -0.448  1.130  0.865  0.01
C  -1.111  -0.526  -0.593  -1.28
C  0.277  -0.936  -0.095  0.08
C  1.388  -0.030  -0.533  -0.63
C  0.737  0.200  0.796  -0.20
H  -1.227  0.594  -0.541  0.27
H  -1.229  0.741  1.565  0.37
H  -1.268  -0.649  -1.651  0.38
H  -1.895  -1.022  -0.007  0.32
H  0.516  -1.983  0.129  0.37
H  1.186  0.663  -1.344  0.21
H  2.402  -0.422  -0.511  0.28
H  1.285  0.085  1.727  0.36

=====

[7]
ORCA calculation (ωB97M-V/def2-TZVPD) on a single C5H8O molecule.

Last column: Mulliken charge in e.
Positions of all 14 atoms, in Å:
C  0.571  -1.047  1.411  -1.24
C  0.097  -0.561  0.053  0.90
C  0.953  0.333  -0.793  -0.52
C  -0.202  1.155  -0.324  -0.48
C  -1.407  0.760  -0.920  -0.27
O  -0.953  -1.142  -0.486  -0.70
H  -0.268  -1.328  2.061  0.31
H  1.167  -1.946  1.220  0.33
H  1.193  -0.322  1.957  0.31
H  0.932  0.046  -1.852  0.24
H  1.944  0.647  -0.445  0.27
H  -0.144  1.890  0.454  0.38
H  -1.540  0.611  -1.987  0.22
H  -2.334  0.898  -0.367  0.23

=====

[8]
ORCA calculation (ωB97M-V/def2-TZVPD) on a single C5H8O molecule.

Results
Structure (SMILES)   C=C/C(O)=C/C

Last column: Mulliken charge in e.
Positions of all 14 atoms, in Å:
C  0.544  -2.416  -0.592  -1.07
C  0.729  -0.912  -0.625  -0.14
C  0.027  0.072  -0.060  0.64
O  -1.307  -0.119  0.335  -0.51
C  0.488  1.401  0.274  -0.56
C  -0.402  2.345  0.710  -0.61
H  -0.566  -2.518  -0.635  0.26
H  0.970  -2.936  -1.441  0.32
H  0.647  -2.847  0.412  0.30
H  1.568  -0.538  -1.226  0.26
H  -1.467  -1.054  0.395  0.26
H  1.427  1.804  -0.052  0.32
H  -0.251  3.389  0.452  0.27
H  -1.094  1.946  1.452  0.25

=====

no.,HOMO energy (eV),HOMO-LUMO gap (eV)
1,-9.75,10.8
2,-8.96,9.9
3,-8.36,8.8
4,-9.67,10.8
5,-9.22,10.2
6,-9.79,10.8
7,-7.62,7.7
8,-7.96,8.6